C11H27F6HfN9O24S2 | the ωB97M-V functional and the def2-TZVPD basis

Properties
Orbital gap (eV): 4.17
Charge: +2

Geometry (Å):
Hf (10.238, -38.084, -17.205)
C (13.844, -40.941, -18.655)
F (13.268, -40.795, -19.836)
F (14.453, -42.086, -18.624)
F (14.651, -39.943, -18.435)
S (12.469, -40.985, -17.352)
O (13.079, -40.994, -16.038)
O (11.702, -39.687, -17.604)
O (11.563, -42.056, -17.672)
C (14.100, -35.044, -17.463)
F (14.167, -34.790, -16.181)
F (13.255, -34.246, -18.088)
F (15.276, -34.900, -18.025)
S (13.603, -36.866, -17.692)
O (13.700, -37.163, -19.093)
O (14.502, -37.596, -16.829)
O (12.183, -36.998, -17.218)
C (13.357, -39.019, -13.664)
N (12.512, -38.040, -14.375)
O (12.721, -36.875, -14.207)
O (11.681, -38.472, -15.191)
H (14.024, -39.356, -14.465)
H (12.837, -39.905, -13.312)
H (13.915, -38.511, -12.888)
C (9.937, -34.567, -13.918)
N (10.452, -35.085, -15.185)
O (11.271, -34.464, -15.782)
O (10.106, -36.237, -15.512)
H (10.012, -33.486, -13.917)
H (10.663, -34.951, -13.192)
H (8.968, -34.982, -13.668)
C (10.237, -33.472, -18.767)
N (9.870, -34.872, -19.066)
O (9.901, -35.674, -18.121)
O (9.596, -35.156, -20.185)
H (10.171, -32.940, -19.714)
H (11.246, -33.277, -18.431)
H (9.506, -33.036, -18.088)
C (14.211, -33.044, -21.443)
N (12.752, -33.169, -21.195)
O (12.322, -34.302, -21.012)
O (12.033, -32.204, -21.199)
H (14.426, -31.983, -21.521)
H (14.416, -33.621, -22.340)
H (14.750, -33.484, -20.609)
C (11.707, -37.473, -21.647)
N (10.645, -37.924, -20.716)
O (10.885, -37.838, -19.494)
O (9.601, -38.255, -21.152)
H (11.742, -38.125, -22.516)
H (12.670, -37.477, -21.146)
H (11.476, -36.468, -21.999)
C (17.391, -39.982, -17.439)
N (18.629, -39.470, -16.814)
O (19.364, -38.808, -17.504)
O (18.829, -39.799, -15.668)
H (17.198, -39.609, -18.439)
H (16.530, -39.757, -16.817)
H (17.526, -41.061, -17.520)
C (13.812, -31.502, -15.734)
N (15.199, -32.023, -15.877)
O (15.685, -32.083, -16.990)
O (15.730, -32.404, -14.869)
H (13.252, -32.259, -15.198)
H (13.436, -31.289, -16.732)
H (13.862, -30.547, -15.219)
C (18.066, -33.443, -18.714)
N (18.871, -34.573, -18.190)
O (19.714, -34.272, -17.368)
O (18.689, -35.706, -18.590)
H (17.288, -33.936, -19.294)
H (18.660, -32.735, -19.278)
H (17.581, -32.981, -17.858)
C (17.718, -36.433, -15.335)
N (16.826, -36.768, -14.187)
O (16.500, -37.929, -14.034)
O (16.409, -35.865, -13.504)
H (18.275, -37.323, -15.604)
H (18.363, -35.702, -14.854)
H (17.185, -36.079, -16.212)

Atomic partial charges in e from the Mulliken method, atoms 1 to 5: 1.652, 0.597, -0.229, -0.194, -0.118

***

C11H28BiIO2P2 | the ωB97M-V functional and the def2-TZVPD basis

Properties
Orbital gap (eV): 5.47
Charge: +2
ΔE to the lowest compared entry with this formula, charge and spin (eV): 1.655

Geometry (Å):
C (-0.205, -0.020, -5.919)
I (-0.736, 0.112, -3.845)
H (0.882, 0.082, -5.997)
H (-0.715, 0.791, -6.452)
H (-0.535, -0.997, -6.291)
Bi (0.258, 0.022, 0.024)
P (0.144, 2.454, -0.163)
C (-1.424, 3.223, -0.465)
C (0.792, 3.104, 1.365)
H (0.919, 4.189, 1.219)
H (1.353, 3.998, -1.435)
H (1.766, 2.647, 1.597)
H (2.240, 2.437, -1.308)
H (-2.143, 3.018, 0.339)
H (0.109, 2.923, 2.204)
C (1.254, 2.899, -1.464)
H (-1.234, 4.315, -0.511)
H (0.867, 2.588, -2.443)
H (-1.857, 2.895, -1.419)
P (0.168, -2.444, 0.210)
C (-1.378, -3.277, 0.013)
C (1.294, -3.064, -1.017)
H (1.797, -2.362, 1.970)
H (0.966, -3.950, 1.824)
H (0.141, -2.564, 2.614)
C (0.828, -2.856, 1.804)
H (2.275, -2.571, -0.935)
H (1.411, -4.147, -0.830)
H (-1.177, -4.360, 0.126)
H (-1.817, -3.095, -0.977)
H (0.906, -2.911, -2.034)
H (-2.106, -2.968, 0.778)
C (-1.912, -0.045, -0.336)
O (-3.126, -0.053, -0.498)
C (0.885, 0.185, 3.444)
C (-0.602, 0.123, 3.132)
C (-1.439, 0.748, 4.240)
O (-0.914, 0.770, 1.919)
H (1.183, 1.237, 3.589)
H (1.498, -0.220, 2.632)
H (1.094, -0.365, 4.358)
H (-0.968, -0.934, 3.023)
H (-1.153, 1.797, 4.354)
H (-2.490, 0.689, 3.997)
H (-1.250, 0.220, 5.171)

Atomic partial charges in e from the Mulliken method, atoms 1 to 5: -0.755, 0.074, 0.300, 0.283, 0.273

***

C11H28BrCuO11S3 | the ωB97M-V functional and the def2-TZVPD basis

Properties
Multiplicity: 2
Orbital gap (spin up / spin down) (eV): 5.73 / 5.56
Charge: -1
ΔE to the lowest compared entry with this formula, charge and spin (eV): 0.000

Geometry (Å):
Cu (-0.457, -17.728, 18.376)
Br (-1.027, -15.480, 19.625)
O (-1.945, -19.133, 18.986)
C (-2.757, -19.374, 17.889)
C (-2.390, -18.735, 16.491)
O (-1.389, -17.787, 16.452)
H (-3.814, -19.200, 18.155)
H (-2.714, -20.481, 17.742)
H (-3.332, -18.321, 16.092)
H (-2.183, -19.566, 15.794)
O (2.464, -21.078, 18.442)
S (1.111, -20.915, 17.955)
O (0.618, -19.593, 17.655)
O (0.962, -21.785, 16.603)
C (-0.171, -21.532, 15.769)
C (-0.183, -22.614, 14.696)
C (-0.071, -21.725, 19.015)
H (-0.223, -20.538, 15.317)
H (-1.073, -21.552, 16.390)
H (-1.135, -22.582, 14.174)
H (-0.019, -23.562, 15.214)
H (0.652, -22.506, 14.006)
H (-0.106, -21.134, 19.933)
H (0.285, -22.717, 19.272)
H (-1.034, -21.579, 18.528)
O (2.311, -14.823, 16.424)
S (2.440, -15.860, 17.389)
O (1.448, -16.873, 17.556)
O (3.851, -16.687, 17.148)
C (4.890, -15.924, 16.549)
C (6.219, -16.306, 17.204)
C (2.783, -15.061, 18.952)
H (4.767, -14.855, 16.753)
H (4.959, -16.004, 15.464)
H (7.021, -15.801, 16.663)
H (6.364, -17.384, 17.135)
H (6.239, -15.986, 18.244)
H (3.031, -15.778, 19.727)
H (1.883, -14.491, 19.181)
H (3.628, -14.394, 18.783)
O (0.857, -18.087, 20.194)
S (1.696, -18.459, 21.309)
O (1.716, -19.831, 21.725)
O (3.191, -17.962, 20.993)
C (4.062, -18.938, 20.384)
C (5.469, -18.371, 20.510)
C (1.398, -17.339, 22.689)
H (3.740, -19.132, 19.361)
H (4.059, -19.899, 20.901)
H (5.793, -18.320, 21.549)
H (5.477, -17.383, 20.047)
H (6.205, -19.003, 20.011)
H (0.506, -17.644, 23.225)
H (1.366, -16.327, 22.294)
H (2.268, -17.443, 23.337)

Atomic partial charges in e from the Mulliken method, atoms 1 to 5: 0.274, -0.733, -0.656, -0.335, -0.141

***

C11H28BrO10P2S | the ωB97M-V functional and the def2-TZVPD basis

Properties
Orbital gap (eV): 7.25
Charge: +1

Geometry (Å):
C (-5.154, -0.065, 0.347)
C (-4.476, 1.224, 1.043)
C (-2.865, 1.185, 1.071)
Br (-2.123, -0.654, 1.338)
S (-2.135, 2.019, -0.457)
C (-2.810, 3.760, -0.622)
C (-2.308, 4.696, 0.599)
O (-1.107, 5.042, 0.681)
O (-3.182, 5.199, 1.605)
H (-4.766, -0.178, -0.722)
H (-5.081, -1.015, 0.969)
H (-6.278, 0.193, 0.253)
H (-4.921, 1.432, 2.088)
H (-4.805, 2.128, 0.401)
H (-2.544, 1.865, 1.948)
H (-2.570, 1.364, -1.608)
H (-3.949, 3.803, -0.681)
H (-2.422, 4.262, -1.584)
H (-3.899, 4.521, 1.665)
C (2.121, -1.380, 3.153)
O (3.082, -0.910, 2.209)
P (2.565, 0.468, 1.314)
O (3.606, 0.203, 0.239)
O (3.201, 1.455, 2.473)
C (4.433, 1.144, 3.105)
O (1.956, 1.821, 0.452)
C (1.614, 3.016, 1.143)
H (2.578, -2.169, 3.752)
H (1.803, -0.570, 3.817)
H (1.255, -1.787, 2.626)
H (5.095, 0.562, 2.464)
H (4.235, 0.595, 4.030)
H (4.930, 2.075, 3.370)
H (2.513, 3.595, 1.352)
H (1.075, 2.800, 2.068)
H (0.966, 3.615, 0.495)
C (2.339, -1.047, -2.534)
O (1.710, -1.945, -1.618)
P (0.379, -2.809, -2.285)
O (-0.166, -3.134, -0.902)
O (1.407, -4.000, -2.776)
C (2.486, -4.422, -1.955)
O (-0.934, -3.593, -3.061)
C (-0.706, -4.411, -4.202)
H (3.236, -0.641, -2.064)
H (2.624, -1.570, -3.453)
H (1.658, -0.226, -2.773)
H (2.280, -4.286, -0.894)
H (3.388, -3.867, -2.233)
H (2.672, -5.477, -2.145)
H (-0.347, -5.392, -3.890)
H (0.001, -3.946, -4.890)
H (-1.660, -4.547, -4.723)

Atomic partial charges in e from the Mulliken method, atoms 1 to 5: -1.113, -0.289, -0.162, 0.055, 0.172

***

C11H28MnN3OPS | the ωB97M-V functional and the def2-TZVPD basis

Properties
Multiplicity: 4
Orbital gap (spin up / spin down) (eV): 6.06 / 8.99
Charge: +4
ΔE to the lowest compared entry with this formula, charge and spin (eV): 0.000

Geometry (Å):
Mn (0.172, 0.547, 0.103)
C (1.496, 2.943, -0.755)
C (1.009, 3.161, 0.663)
N (0.893, 1.857, 1.402)
C (2.122, 1.371, 2.121)
C (3.177, 0.829, 1.179)
S (2.360, -0.266, -0.046)
C (2.830, 0.367, -1.701)
C (1.624, 1.022, -2.365)
N (0.791, 1.754, -1.352)
H (1.298, 3.830, -1.358)
H (2.568, 2.769, -0.802)
H (1.670, 3.843, 1.201)
H (0.017, 3.615, 0.659)
H (0.201, 2.008, 2.137)
H (2.535, 2.181, 2.728)
H (1.796, 0.590, 2.811)
H (3.738, 1.590, 0.639)
H (3.894, 0.212, 1.724)
H (3.679, 1.034, -1.556)
H (3.184, -0.484, -2.282)
H (1.952, 1.716, -3.143)
H (0.985, 0.278, -2.844)
H (-0.037, 2.096, -1.848)
C (-0.334, -4.255, -1.779)
P (-1.064, -3.619, -0.271)
C (-2.855, -3.697, -0.321)
C (-0.400, -4.438, 1.177)
H (-0.579, -5.327, -1.806)
H (0.751, -4.160, -1.774)
H (-0.768, -3.787, -2.662)
H (-3.112, -4.680, -0.741)
H (-3.281, -2.938, -0.977)
H (-3.273, -3.625, 0.682)
H (-0.820, -5.454, 1.176)
H (-0.712, -3.951, 2.100)
H (0.686, -4.515, 1.124)
C (-3.172, 2.422, -0.118)
C (-2.701, 1.375, 0.828)
N (-3.410, 1.067, 1.870)
O (-1.575, 0.738, 0.632)
H (-4.198, 2.213, -0.430)
H (-2.543, 2.473, -1.002)
H (-3.186, 3.395, 0.383)
H (-4.297, 1.529, 2.049)
H (-3.112, 0.371, 2.543)

Atomic partial charges in e from the Mulliken method, atoms 1 to 5: 0.745, -0.621, -0.697, 0.110, -0.732

***

C11H29AlBrCl2F7N3O13P4S | the ωB97M-V functional and the def2-TZVPD basis

Properties
Orbital gap (eV): 3.09
Charge: -1

Geometry (Å):
N (0.937, 2.554, 1.021)
P (1.522, 1.623, -0.114)
O (0.747, 0.144, -0.043)
O (1.106, 2.253, -1.586)
C (3.376, 1.301, 0.064)
N (3.485, 0.418, 1.280)
O (4.012, 0.406, -0.971)
S (5.651, 0.537, -0.545)
O (5.920, -0.793, 0.035)
O (6.569, 0.861, -1.611)
O (5.632, 1.836, 0.537)
C (4.394, 2.524, 0.122)
P (4.034, 4.013, 1.159)
O (5.498, 4.683, 1.653)
Cl (3.096, 5.428, -0.157)
H (1.697, 2.828, 1.647)
H (0.221, 0.189, 0.777)
H (0.732, 1.500, -2.086)
H (2.606, 0.575, 1.787)
H (3.462, -0.531, 0.892)
H (4.655, 2.910, -1.027)
H (5.867, 4.140, 2.376)
Al (3.547, 6.775, -2.515)
C (2.155, -4.185, -2.570)
O (1.338, -4.156, -1.390)
P (-0.277, -3.634, -1.619)
O (-0.469, -3.483, -0.125)
O (-0.711, -5.132, -2.141)
C (-0.445, -6.254, -1.314)
O (-1.819, -3.038, -1.992)
C (-2.937, -3.614, -1.341)
H (3.120, -4.618, -2.309)
H (1.689, -4.799, -3.348)
H (2.311, -3.173, -2.943)
H (-0.320, -5.973, -0.267)
H (0.459, -6.757, -1.667)
H (-1.284, -6.946, -1.397)
H (-2.867, -3.502, -0.260)
H (-3.048, -4.667, -1.609)
H (-3.824, -3.079, -1.684)
F (-1.881, 2.890, -4.344)
P (-1.827, 3.858, -3.024)
F (-1.905, 4.895, -4.290)
F (-2.884, 4.856, -2.271)
F (-2.928, 2.857, -2.368)
F (-0.654, 4.836, -2.430)
F (-0.705, 2.824, -2.438)
C (-1.312, 1.333, 3.411)
O (-2.706, 1.073, 3.500)
C (-3.042, -0.244, 3.078)
C (-3.280, -1.161, 4.266)
O (-2.078, -1.385, 5.000)
C (-2.012, -0.603, 6.179)
H (-1.103, 2.254, 3.954)
H (-0.718, 0.527, 3.853)
H (-1.025, 1.471, 2.365)
H (-2.270, -0.651, 2.417)
H (-3.970, -0.168, 2.503)
H (-3.611, -2.136, 3.895)
H (-4.065, -0.764, 4.916)
H (-2.684, -1.017, 6.939)
H (-2.268, 0.442, 5.991)
H (-0.989, -0.646, 6.556)
Cl (3.970, 2.204, -2.307)
C (-6.135, 1.747, -3.802)
C (-5.865, 0.876, -2.659)
N (-5.654, 0.189, -1.765)
H (-7.168, 1.644, -4.138)
H (-5.974, 2.799, -3.564)
H (-5.491, 1.509, -4.650)
Br (5.364, -2.472, 1.573)
F (5.035, -2.998, -1.067)

Atomic partial charges in e from the Mulliken method, atoms 1 to 5: -0.608, 0.987, -0.331, -0.322, -0.298

***

C11H29F2O4Zn | the ωB97M-V functional and the def2-TZVPD basis

Properties
Orbital gap (eV): 8.10
Charge: -1

Geometry (Å):
Zn (-0.035, 1.026, -1.035)
F (-0.029, 2.199, 0.535)
F (0.255, 1.804, -2.794)
C (0.518, -2.241, -2.411)
C (0.138, -2.150, -0.946)
O (-0.426, -0.920, -0.661)
H (0.887, -3.232, -2.716)
H (1.367, -1.577, -2.597)
H (-0.335, -2.005, -3.043)
H (1.018, -2.314, -0.300)
H (-0.557, -2.972, -0.706)
C (-1.452, -2.446, 2.727)
C (-0.544, -1.298, 3.118)
C (0.938, -1.736, 3.164)
O (-0.663, -0.222, 2.201)
H (-1.158, -3.341, 3.292)
H (-1.316, -2.691, 1.668)
H (-2.511, -2.229, 2.856)
H (-0.828, -0.954, 4.118)
H (1.084, -2.557, 3.878)
H (1.590, -0.901, 3.402)
H (1.212, -2.139, 2.184)
H (-0.611, -0.599, 1.298)
C (3.708, -0.870, -0.283)
C (2.844, 0.254, 0.293)
C (3.651, 1.299, 1.045)
O (2.091, 0.872, -0.765)
H (3.197, -1.492, -1.009)
H (4.107, -1.481, 0.536)
H (4.633, -0.437, -0.689)
H (2.081, -0.171, 0.945)
H (4.275, 0.762, 1.766)
H (2.962, 1.945, 1.587)
H (4.282, 1.895, 0.384)
H (2.745, 1.255, -1.363)
C (-3.004, 2.756, -2.932)
C (-2.771, 2.561, -1.444)
C (-4.083, 2.613, -0.654)
O (-2.126, 1.320, -1.220)
H (-2.029, 2.844, -3.422)
H (-3.497, 3.716, -3.130)
H (-3.565, 1.983, -3.458)
H (-2.113, 3.354, -1.093)
H (-3.851, 2.652, 0.413)
H (-4.687, 1.724, -0.852)
H (-4.643, 3.512, -0.912)
H (-2.747, 0.629, -0.974)

Atomic partial charges in e from the Mulliken method, atoms 1 to 5: 0.772, -0.774, -0.834, -1.438, -0.139

***

C11H29I2N13O6P | the ωB97M-V functional and the def2-TZVPD basis

Properties
Orbital gap (eV): 7.54
Charge: +1

Geometry (Å):
C (5.127, 3.951, -1.240)
C (3.791, 3.506, -1.770)
C (3.509, 2.029, -1.849)
N (2.903, 4.414, -2.123)
C (2.173, 4.808, -1.039)
N (1.069, 4.176, -0.656)
C (0.553, 4.833, 0.473)
P (-1.002, 4.217, 1.234)
O (-0.642, 2.618, 1.492)
I (-2.647, 4.241, -0.591)
C (1.368, 5.852, 0.774)
I (1.135, 7.185, 2.360)
N (2.373, 5.824, -0.199)
H (5.128, 3.863, -0.140)
H (5.344, 4.992, -1.491)
H (5.954, 3.337, -1.617)
H (3.697, 1.633, -2.854)
H (2.478, 1.806, -1.543)
H (4.167, 1.544, -1.115)
H (0.705, 3.380, -1.172)
H (-0.065, 2.318, 0.747)
H (3.148, 6.465, -0.296)
C (0.163, 0.081, -0.159)
O (0.626, 1.222, -0.354)
N (0.482, -0.966, -0.944)
N (-0.692, -0.196, 0.846)
H (0.112, -1.894, -0.802)
H (1.113, -0.801, -1.707)
H (-0.959, 0.559, 1.453)
H (-1.074, -1.116, 1.006)
C (-2.748, -3.601, -0.859)
O (-1.908, -3.062, -0.141)
N (-2.798, -3.365, -2.199)
N (-3.677, -4.462, -0.372)
H (-3.467, -3.785, -2.814)
H (-2.115, -2.730, -2.580)
H (-3.664, -4.656, 0.621)
H (-4.368, -4.909, -0.943)
C (0.147, -3.622, -4.688)
O (-0.370, -2.717, -4.049)
N (0.095, -3.677, -6.049)
N (0.817, -4.649, -4.090)
H (0.512, -4.408, -6.593)
H (-0.390, -2.936, -6.520)
H (0.871, -4.640, -3.089)
H (1.248, -5.401, -4.594)
C (1.720, 4.866, 5.584)
O (1.334, 6.009, 5.759)
N (1.880, 4.340, 4.330)
N (2.021, 4.024, 6.613)
H (2.195, 3.406, 4.148)
H (1.660, 4.950, 3.563)
H (1.913, 4.382, 7.545)
H (2.339, 3.082, 6.488)
C (-5.218, -6.565, 2.198)
O (-4.761, -5.446, 2.015)
N (-4.890, -7.629, 1.407)
N (-6.089, -6.840, 3.207)
H (-5.252, -8.554, 1.540)
H (-4.247, -7.462, 0.655)
H (-6.350, -6.079, 3.807)
H (-6.476, -7.748, 3.377)

Atomic partial charges in e from the Mulliken method, atoms 1 to 5: -1.385, 0.864, -0.504, -0.501, 0.008

***

| no. | E (hartree) |
| --- | --- |
| 1 | -4176.02223 |
| 2 | -1780.69769 |
| 3 | -6672.57099 |
| 4 | -4842.74235 |
| 5 | -2564.37901 |
| 6 | -7778.12152 |
| 7 | -2716.64844 |
| 8 | -2536.57622 |